ORCA calculation (ωB97M-V/def2-TZVPD) on C23H25Mg2N9O12 as an isolated structure.

For the total energy, the calculation gives -2686.7332 Ha.

The geometry in ORCA input format:
```
! RIJCOSX wB97M-V def2-TZVPD def2/J DEFGRID3
* xyz 1 2
Mg -0.078 2.262 2.378
Mg -2.204 2.186 -1.843
N 0.209 3.960 -0.426
O -0.713 3.651 -1.163
O 1.298 4.173 -0.807
O -0.069 3.867 0.793
N 3.102 2.467 1.784
O 3.407 3.488 1.123
O 3.906 1.638 2.045
O 1.970 2.240 2.167
N -0.129 0.294 -0.315
O 0.006 0.824 0.785
O 0.654 -0.580 -0.719
O -0.949 0.708 -1.104
N -3.022 2.372 1.281
O -2.992 2.451 0.065
O -2.025 2.375 1.932
O -4.107 2.333 1.834
N 2.422 -2.995 2.085
C 2.580 -3.875 3.133
C 1.339 -4.462 3.393
C 0.498 -4.087 2.414
C 1.167 -3.131 1.648
H 3.140 -2.352 1.784
H 3.498 -3.951 3.697
H 1.228 -5.144 4.223
H -0.453 -4.571 2.250
H 0.894 -2.507 0.809
N 3.650 -1.787 -0.867
C 4.478 -1.217 0.085
C 5.641 -1.989 0.114
C 5.581 -2.916 -0.919
C 4.326 -2.746 -1.540
H 2.719 -1.413 -0.983
H 4.207 -0.333 0.643
H 6.477 -1.859 0.786
H 6.350 -3.619 -1.204
H 3.757 -3.213 -2.330
N -3.674 0.792 -2.227
C -4.951 1.009 -1.726
C -6.042 0.139 -1.927
C -5.887 -0.942 -2.778
C -4.605 -1.178 -3.271
C -3.561 -0.356 -2.914
H -5.144 1.892 -1.136
H -6.951 0.269 -1.357
H -6.717 -1.620 -2.912
H -4.375 -2.088 -3.806
H -2.587 -0.634 -3.287
N -1.087 2.136 -3.490
C -0.538 1.079 -4.154
C 0.117 1.095 -5.343
C 0.339 2.344 -5.987
C -0.143 3.504 -5.443
C -0.708 3.373 -4.147
H -0.590 0.111 -3.677
H 0.462 0.152 -5.740
H 0.779 2.430 -6.970
H 0.001 4.498 -5.840
H -1.133 4.227 -3.640
N -0.311 0.827 3.646
C -1.281 0.773 4.638
C -1.368 -0.230 5.626
C -0.463 -1.285 5.653
C 0.501 -1.274 4.631
C 0.523 -0.262 3.660
H -1.953 1.609 4.762
H -2.166 -0.240 6.355
H -0.594 -2.107 6.342
H 1.148 -2.139 4.596
H 1.194 -0.446 2.834
*
```

Atomic partial charges in e from the Löwdin method, atoms 1 to 8: atom 1 (Mg): 0.826, atom 2 (Mg): 0.761, atom 3 (N): -0.570, atom 4 (O): -0.081, atom 5 (O): 0.128, atom 6 (O): -0.069, atom 7 (N): -0.618, atom 8 (O): 0.024

=====

ORCA calculation (ωB97M-V/def2-TZVPD) on one molecule with the formula C4H10N4.

For the total energy, the calculation gives -377.3287 Ha. Its SMILES is C=N[C@]1(NN)N[C@@H]1C. The value obtained for the relative energy (zero: lowest compared OMol25 entry of this formula, charge and spin) is 74.1 kcal per mole.

The geometry in ORCA input format:
```
! RIJCOSX wB97M-V def2-TZVPD def2/J DEFGRID3
* xyz 0 1
C 1.850 -1.339 0.286
N 1.006 -1.035 -0.595
C 0.163 0.093 -0.502
N -0.307 0.477 -1.827
N -0.356 1.865 -2.087
N 0.268 1.145 0.478
C -0.937 0.125 0.506
C -1.161 -0.952 1.526
H 2.044 -0.775 1.207
H 2.480 -2.200 0.104
H 0.248 0.009 -2.534
H 0.392 2.347 -1.582
H -1.232 2.218 -1.717
H 1.032 0.995 1.131
H -1.811 0.695 0.237
H -1.068 -0.542 2.536
H -2.168 -1.363 1.417
H -0.443 -1.765 1.417
*
```

Atomic partial charges in e from the Löwdin method, atoms 1 to 8: atom 1 (C): -0.031, atom 2 (N): 0.073, atom 3 (C): -0.581, atom 4 (N): -0.076, atom 5 (N): -0.016, atom 6 (N): 0.109, atom 7 (C): -0.197, atom 8 (C): -0.059

=====

ORCA calculation (ωB97M-V/def2-TZVPD) on C23H25CdF3NO4S as an isolated structure.

For the total energy, the calculation gives -2112.7422 Ha. The value obtained for the relative energy (zero: lowest compared OMol25 entry of this formula, charge and spin) is 0.0 kcal per mole.

The geometry in ORCA input format:
```
! RIJCOSX wB97M-V def2-TZVPD def2/J DEFGRID3
* xyz -1 1
C -1.883 -1.463 1.368
C -2.289 -1.562 0.010
C -1.254 -2.197 -0.726
H -3.253 -1.260 -0.390
C -0.177 -2.476 0.171
C -0.575 -2.022 1.483
H 0.712 -3.064 -0.053
C -0.650 2.249 1.156
C -1.723 2.088 0.253
C -1.207 2.092 -1.072
H -2.779 2.026 0.510
C 0.204 2.216 -1.009
C 0.567 2.290 0.390
H -1.280 -2.471 -1.778
H -0.030 -2.214 2.404
H -2.483 -1.080 2.192
H 1.544 2.601 0.750
H -1.788 2.080 -1.995
H -0.715 2.421 2.230
Cd 0.632 -0.102 0.265
C 1.152 2.493 -2.157
C 1.683 3.918 -1.979
C 0.424 2.384 -3.501
H 0.853 4.626 -1.878
H 2.279 4.213 -2.850
H 2.314 3.993 -1.085
H -0.354 3.154 -3.565
H -0.042 1.399 -3.632
H 1.132 2.549 -4.323
C 2.392 1.537 -2.131
C 2.109 0.098 -2.464
H 2.864 1.564 -1.129
H 3.139 1.913 -2.848
O 1.176 -0.544 -1.908
N 2.885 -0.528 -3.365
C 2.940 -2.010 -3.342
H 3.739 -0.064 -3.656
C 1.685 -2.636 -3.876
C 1.205 -3.829 -3.321
H 1.749 -4.266 -2.479
C 0.049 -4.426 -3.828
H -0.323 -5.351 -3.381
C -0.631 -3.840 -4.905
H -1.534 -4.308 -5.305
C -0.150 -2.646 -5.456
H -0.676 -2.165 -6.281
C 1.012 -2.053 -4.949
H 1.404 -1.127 -5.375
H 3.089 -2.331 -2.304
H 3.817 -2.306 -3.931
F 2.186 0.760 4.700
C 1.797 -0.066 3.715
F 1.661 -1.319 4.205
F 0.550 0.343 3.295
S 3.023 -0.058 2.311
O 2.988 1.316 1.823
O 4.233 -0.545 2.920
O 2.406 -1.014 1.329
*
```

Atomic partial charges in e from the Löwdin method, atoms 1 to 8: atom 1 (C): -0.202, atom 2 (C): -0.198, atom 3 (C): -0.209, atom 4 (H): 0.071, atom 5 (C): -0.276, atom 6 (C): -0.253, atom 7 (H): 0.071, atom 8 (C): -0.185

=====

ORCA calculation (ωB97M-V/def2-TZVPD) on C15H30LiO15 as an isolated structure.

For the total energy, the calculation gives -1725.5283 Ha. The value obtained for the relative energy (zero: lowest compared OMol25 entry of this formula, charge and spin) is 0.0 kcal per mole.

The geometry in ORCA input format:
```
! RIJCOSX wB97M-V def2-TZVPD def2/J DEFGRID3
* xyz 1 1
Li 9.275 -25.237 -10.584
C 11.041 -28.554 -12.827
O 10.264 -29.184 -11.761
C 9.614 -28.467 -10.842
O 9.474 -27.286 -10.835
O 8.847 -29.333 -10.201
C 7.873 -28.952 -9.231
H 11.584 -29.241 -13.476
H 11.682 -27.849 -12.296
H 10.492 -27.855 -13.458
H 6.849 -28.879 -9.597
H 8.113 -28.009 -8.740
H 7.734 -29.616 -8.379
C 7.725 -26.546 -6.541
O 6.828 -25.558 -7.118
C 6.931 -25.250 -8.405
O 7.683 -25.797 -9.230
O 6.085 -24.186 -8.759
C 5.369 -23.500 -7.785
H 7.762 -26.339 -5.471
H 8.753 -26.354 -6.850
H 7.490 -27.586 -6.767
H 5.002 -24.142 -6.984
H 4.510 -22.940 -8.156
H 6.051 -22.865 -7.220
C 5.595 -23.295 -11.967
O 6.635 -22.389 -12.401
C 7.896 -22.553 -11.933
O 8.318 -23.621 -11.428
O 8.656 -21.476 -12.264
C 9.941 -21.152 -11.604
H 4.663 -22.781 -11.731
H 5.859 -23.934 -11.125
H 5.453 -23.959 -12.820
H 9.948 -21.143 -10.514
H 10.081 -20.083 -11.762
H 10.775 -21.697 -12.046
C 11.411 -25.481 -7.306
O 10.662 -24.299 -7.057
C 10.038 -23.622 -8.078
O 10.043 -23.949 -9.245
O 9.311 -22.520 -7.653
C 8.916 -22.364 -6.327
H 12.252 -25.374 -6.621
H 11.736 -25.531 -8.345
H 10.675 -26.244 -7.051
H 8.289 -21.473 -6.320
H 9.790 -22.244 -5.687
H 8.378 -23.232 -5.946
C 10.042 -24.909 -14.557
O 11.113 -24.088 -13.990
C 11.527 -24.283 -12.773
O 10.875 -24.886 -11.874
O 12.708 -23.700 -12.655
C 13.296 -23.953 -11.323
H 9.143 -24.830 -13.946
H 10.430 -25.901 -14.790
H 9.750 -24.432 -15.493
H 12.797 -23.659 -10.400
H 14.282 -23.488 -11.330
H 13.589 -24.992 -11.175
*
```

Atomic partial charges in e from the Löwdin method, atoms 1 to 8: atom 1 (Li): 0.659, atom 2 (C): 0.008, atom 3 (O): 0.021, atom 4 (C): -0.593, atom 5 (O): 0.090, atom 6 (O): 0.042, atom 7 (C): -0.030, atom 8 (H): 0.104

=====

ORCA calculation (ωB97M-V/def2-TZVPD) on one molecule with the formula C3H6N2O2.

For the total energy, the calculation gives -377.8418 Ha. Its SMILES is N/C=N\CC(=O)O. The value obtained for the relative energy (zero: lowest compared OMol25 entry of this formula, charge and spin) is 73.8 kcal per mole.

The geometry in ORCA input format:
```
! RIJCOSX wB97M-V def2-TZVPD def2/J DEFGRID3
* xyz 0 1
N -2.105 0.357 0.454
C -1.276 -0.676 0.646
N -0.116 -0.853 0.116
C 0.587 0.482 -0.079
C 2.029 0.295 -0.694
O 2.673 1.282 -0.970
O 2.611 -0.899 -0.732
H -3.172 0.029 0.563
H -1.730 1.129 -0.216
H -1.815 -1.700 0.856
H -0.199 0.893 -0.731
H 0.614 1.024 1.002
H 1.900 -1.361 -0.214
*
```

Atomic partial charges in e from the Löwdin method, atoms 1 to 8: atom 1 (N): 0.039, atom 2 (C): -0.378, atom 3 (N): -0.026, atom 4 (C): -0.108, atom 5 (C): -0.525, atom 6 (O): 0.080, atom 7 (O): 0.117, atom 8 (H): 0.167

=====

ORCA calculation (ωB97M-V/def2-TZVPD) on a 3-piece molecular cluster, C5H9Cl6NO overall.

For the total energy, the calculation gives -3087.0283 Ha. Its SMILES is ClC(Cl)Cl.ClC(Cl)Cl.CN(C)C=O. The value obtained for the relative energy (zero: lowest compared OMol25 entry of this formula, charge and spin) is 19.2 kcal per mole.

The geometry in ORCA input format:
```
! RIJCOSX wB97M-V def2-TZVPD def2/J DEFGRID3
* xyz 0 1
Cl 7.339 -1.765 2.048
C 5.834 -0.943 1.503
Cl 4.825 -1.961 0.393
Cl 6.194 0.692 0.767
H 5.268 -0.792 2.423
Cl 0.969 2.613 3.773
C -0.613 2.866 3.102
Cl -0.876 4.595 2.739
Cl -1.869 2.122 3.988
H -0.627 2.334 2.151
C -2.711 -1.646 -0.967
N -2.329 -0.661 -1.973
C -0.918 -0.706 -2.436
C -3.246 0.136 -2.465
O -2.942 0.971 -3.324
H -2.378 -2.621 -1.323
H -3.758 -1.704 -0.668
H -2.134 -1.405 -0.074
H -0.713 0.088 -3.153
H -0.312 -0.541 -1.545
H -0.729 -1.688 -2.870
H -4.273 0.016 -2.088
*
```

Atomic partial charges in e from the Löwdin method, atoms 1 to 8: atom 1 (Cl): 0.493, atom 2 (C): -1.446, atom 3 (Cl): 0.480, atom 4 (Cl): 0.469, atom 5 (H): 0.005, atom 6 (Cl): 0.543, atom 7 (C): -1.635, atom 8 (Cl): 0.512